Entry from OMol25: a molecular structure, C47H57AsIN5O2PY (ωB97M-V/def2-TZVPD).

```
115
C47H57AsIN5O2PY (ωB97M-V/def2-TZVPD)
Y 0.4590 0.5099 -0.3950
C -1.8279 6.0539 -7.2513
O -1.0519 5.9529 -6.0634
C -1.6706 6.1791 -4.8846
C -3.0302 6.4397 -4.7432
C -3.5420 6.6799 -3.4768
C -2.7423 6.6048 -2.3434
C -1.3723 6.3669 -2.4961
C -0.8474 6.1695 -3.7545
N -3.4497 6.8944 -1.1285
N -3.2002 6.3571 -0.0402
C -2.1944 5.3337 0.0744
C -1.1119 5.5215 0.8863
C -0.1616 4.5002 1.0887
C -0.3219 3.2731 0.4980
O 0.5430 2.2647 0.6319
C -1.4786 3.0410 -0.2974
N -1.6462 1.7714 -0.7899
C -2.7316 1.5138 -1.4885
C -3.7326 2.4606 -1.7437
C -3.5771 3.7331 -1.2626
C -2.4270 4.0597 -0.5128
H -1.1443 5.8613 -8.0720
H -2.2508 7.0543 -7.3575
H -2.6298 5.3120 -7.2621
H -3.6846 6.4941 -5.6004
H -4.5866 6.9343 -3.3492
H -0.7009 6.3811 -1.6515
H 0.2162 6.0344 -3.8948
H -0.9761 6.4816 1.3681
H 0.7028 4.6684 1.7182
H -2.8375 0.5018 -1.8674
H -4.6078 2.1748 -2.3099
H -4.3351 4.4844 -1.4395
I 3.1750 0.5181 -1.4270
C 0.8682 -0.8086 1.6527
H 1.9042 -1.1616 1.6757
H 0.2269 -1.6845 1.8195
C 0.9629 -2.3664 6.9156
C 2.0509 -1.6184 6.4899
C 1.9508 -0.8285 5.3540
C 0.7551 -0.7887 4.6403
C -0.3364 -1.5446 5.0703
C -0.2307 -2.3309 6.2055
P 0.6320 0.1592 3.1130
C -1.0657 0.7868 3.0752
C -1.5518 1.6268 4.0777
C -2.8574 2.0860 4.0381
C -3.7073 1.6909 3.0134
C -3.2494 0.8235 2.0353
C -1.9360 0.3767 2.0686
C 1.8713 1.4552 3.2338
C 1.7938 2.4364 4.2227
C 2.7719 3.4124 4.3100
C 3.8415 3.4085 3.4236
C 3.9368 2.4210 2.4559
C 2.9553 1.4463 2.3622
H 1.0412 -2.9727 7.8081
H 2.9778 -1.6418 7.0468
H 2.8011 -0.2400 5.0326
H -1.2763 -1.5070 4.5313
H -1.0816 -2.9070 6.5434
H -0.9229 1.9169 4.9068
H -3.2165 2.7468 4.8154
H -4.7285 2.0471 2.9894
H -3.9140 0.4924 1.2477
H -1.6066 -0.3308 1.3137
H 0.9892 2.4410 4.9436
H 2.7057 4.1706 5.0787
H 4.6051 4.1716 3.4963
H 4.7697 2.4075 1.7657
H 3.0451 0.6959 1.5898
C -2.2972 -0.2640 -4.8443
C -1.5739 1.0515 -4.5878
As 0.0490 0.8159 -3.5175
C 1.2394 -0.0184 -4.8441
C 1.0213 0.3349 -6.3100
C 0.6166 2.6980 -3.3684
C 1.3653 3.2843 -4.5568
H -3.2054 -0.1121 -5.4283
H -2.5864 -0.7522 -3.9090
H -1.6703 -0.9652 -5.4007
H -2.2097 1.7580 -4.0544
H -1.2859 1.5328 -5.5230
H 1.1119 -1.0968 -4.7091
H 2.2546 0.2144 -4.5183
H 0.0379 0.0254 -6.6642
H 1.7630 -0.1740 -6.9273
H 1.1236 1.4017 -6.4947
H 1.2296 2.7786 -2.4677
H -0.3108 3.2488 -3.1818
H 2.2583 2.7055 -4.7960
H 1.6889 4.2978 -4.3272
H 0.7374 3.3407 -5.4462
C 0.0555 -4.6163 -2.9732
C -0.1749 -3.1999 -2.3933
N 0.9469 -2.7921 -1.5476
C 2.1856 -2.7817 -2.3325
C 2.4741 -4.1800 -2.9244
N 1.3803 -5.0980 -2.4547
C 1.3674 -5.1589 -0.9512
C 1.0933 -3.7261 -0.4320
H 0.1146 -4.6285 -4.0599
H -0.6967 -5.3355 -2.6544
H -1.0869 -3.1924 -1.7962
H -0.2932 -2.4708 -3.1943
H 3.0005 -2.4627 -1.6882
H 2.1032 -2.0362 -3.1191
H 3.4161 -4.6010 -2.5784
H 2.4604 -4.1979 -4.0127
H 1.5543 -6.0335 -2.8183
H 2.3351 -5.5472 -0.6396
H 0.5951 -5.8711 -0.6669
H 1.9096 -3.3852 0.2024
H 0.1812 -3.7145 0.1640
```

Output
**Total charge**: +2
**Energy**: -5162.1854 Ha
**Frontier orbital gap**: 0.253 hartree

Löwdin atomic charge list, values in e, 5 entries: number 1, Y, carries 0.979; number 2, C, carries -0.062; number 3, O, carries -0.079; number 4, C, carries -0.280; number 5, C, carries -0.002